This record from the OMol25 dataset describes the molecule C4H12N2S at a distorted geometry. The level of theory is ωB97M-V/def2-TZVPD.

```
! wB97M-V def2-TZVPD RIJCOSX def2/J DEFGRID3
* xyz 0 1
C 0.559 -0.923 -0.440
N 0.206 -0.080 0.697
C 0.037 -0.809 1.962
N -0.671 -0.105 3.055
C -0.182 -0.517 -1.743
C -0.459 0.959 -1.754
S 1.259 1.892 -1.690
H 1.627 -0.932 -0.652
H 0.248 -1.934 -0.096
H 0.883 0.644 0.924
H 0.860 -1.406 2.362
H -0.610 -1.685 1.774
H -0.351 0.860 3.074
H -1.571 0.129 2.609
H 0.457 -0.715 -2.598
H -1.163 -0.981 -1.691
H -0.890 1.155 -2.755
H -1.098 1.308 -0.953
H 0.858 3.139 -2.085
*
```

Its energy above the lowest of the compared OMol25 structures with the same formula, charge and spin is 23.7 kcal per mole. As for the orbital gap: 9.90 eV. The value obtained for the HOMO energy is -9.081 eV. As for the SMILES: NCNCCCS.

Results of the Mulliken charge analysis, in e, for atoms 1 through 5:
1. C -0.65
2. N -0.23
3. C -0.64
4. N -0.72
5. C -0.66